No. 1
{
  "formula": "C3H4N2O",
  "method": "ωB97M-V/def2-TZVPD",
  "symbols": ["O", "C", "C", "N", "C", "N", "H", "H", "H", "H"],
  "xyz": [[-1.281383, 1.757858, 0.163664], [-0.556049, 0.814156, 0.280260], [-0.812474, -0.666538, 0.459839], [0.291119, -1.222029, 0.843331], [1.279466, -0.444079, 0.239644], [0.893865, 0.838854, 0.324775], [-1.794391, -1.125209, 0.510310], [-0.093341, -0.766508, -1.438464], [0.687492, -0.769739, -1.418462], [1.371947, 1.558688, -0.208457]],
  "forces_ev_per_a": [[0.410, -0.634, -0.080], [-0.285, 0.398, -0.103], [0.005, 0.049, 0.850], [-0.416, 0.006, 0.007], [0.389, 0.315, 0.698], [-0.111, 0.004, 0.011], [0.070, 0.117, 0.237], [0.796, -0.063, -0.943], [-0.798, -0.098, -0.910], [-0.062, -0.095, 0.234]],
  "total_charge": 0,
  "relative_energy_ev": 4.940
}

No. 2
{
  "formula": "C4H7NO",
  "method": "ωB97M-V/def2-TZVPD",
  "symbols": ["C", "N", "C", "C", "C", "O", "H", "H", "H", "H", "H", "H", "H"],
  "xyz": [[1.676957, 0.371627, -0.438362], [0.570609, 0.370006, 0.463592], [-0.655683, 1.023274, 0.396949], [-0.467352, -0.561897, 0.683451], [-1.331861, -1.275230, -0.275316], [-2.051886, -2.193682, 0.051293], [2.235314, 1.293915, -0.257133], [1.445633, 0.295567, -1.511903], [2.309016, -0.468858, -0.142027], [-1.033300, 1.586489, 1.243806], [-0.949145, 1.470287, -0.578094], [-0.369536, -1.091600, 1.645355], [-1.378772, -0.819895, -1.281611]],
  "forces_ev_per_a": [[0.283, -0.005, -0.255], [0.441, 0.174, 0.360], [-0.139, -0.175, 0.350], [-0.353, 0.198, -0.002], [-0.020, -0.128, -0.160], [0.429, 0.357, -0.243], [0.025, -0.115, -0.169], [-0.125, 0.002, 0.136], [0.066, 0.095, -0.234], [0.374, 0.098, 0.132], [-0.266, -0.890, 0.426], [-0.738, 0.635, -0.105], [0.022, -0.245, -0.235]],
  "smiles": "CN1C[C@H]1C=O",
  "total_charge": 0,
  "relative_energy_ev": 3.140
}

No. 3
{
  "formula": "C6H6O2",
  "method": "ωB97M-V/def2-TZVPD",
  "symbols": ["C", "C", "C", "C", "O", "C", "C", "O", "H", "H", "H", "H", "H", "H"],
  "xyz": [[1.625737, 0.324323, 0.002926], [-0.726582, -0.020000, 1.044793], [-1.189179, -1.130575, 0.254065], [0.162648, 0.682777, 0.176134], [-1.337507, 0.461177, 2.150548], [-0.617697, -0.609491, -1.078626], [-0.637303, -0.563307, -2.310074], [-1.943988, -2.062414, 0.433933], [-0.732301, 1.032538, 2.641917], [0.019263, 1.770026, 0.153774], [2.001975, 0.706836, -0.948086], [2.207270, 0.789473, 0.806545], [1.779870, -0.754900, 0.044516], [-0.612204, -0.626463, -3.372365]],
  "forces_ev_per_a": [[-0.192, -0.179, -0.286], [-0.159, 0.534, 0.130], [-0.013, -0.270, -0.592], [0.417, 0.807, 0.916], [0.312, -0.290, -0.320], [-0.597, -1.131, -0.222], [0.109, -0.078, 0.470], [0.349, 0.558, -0.031], [-0.107, -0.047, -0.139], [-0.052, -0.034, 0.069], [-0.016, -0.053, 0.043], [-0.080, -0.038, -0.022], [0.016, 0.057, -0.015], [0.013, 0.165, 0.001]],
  "total_charge": 0,
  "relative_energy_ev": 4.854
}

No. 4
{
  "formula": "H12O10SZn",
  "method": "ωB97M-V/def2-TZVPD",
  "symbols": ["Zn", "S", "O", "O", "O", "O", "O", "H", "H", "O", "H", "H", "O", "H", "H", "O", "H", "H", "O", "H", "H", "O", "H", "H"],
  "xyz": [[-0.216821, 0.376688, 0.632811], [-0.549245, -1.660674, -1.861583], [-0.068433, -3.021294, -1.860233], [-0.198653, -0.893043, -3.053757], [-2.016179, -1.552160, -1.553732], [0.162207, -0.926057, -0.692830], [-0.629495, -1.095172, 2.117551], [-0.556666, -2.054355, 2.035861], [-0.605848, -0.896198, 3.059161], [-2.224357, 0.244932, 0.010919], [-3.027941, 0.179640, 0.529827], [-2.227791, -0.568353, -0.678060], [0.058478, 1.811865, -0.919349], [-0.471092, 1.532192, -1.685570], [0.340065, 2.714495, -1.091520], [-0.448148, 1.985945, 1.980420], [-0.709415, 1.961420, 2.906743], [-0.634842, 2.879032, 1.669839], [1.887099, 0.311929, 1.158070], [2.588217, -0.275540, 0.844414], [2.141229, 0.622181, 2.032415], [2.676214, -0.254020, -1.694460], [2.961926, -0.855123, -2.389382], [1.769496, -0.568339, -1.497560]],
  "forces_ev_per_a": [[-0.488, -0.553, -0.970], [0.464, 0.415, -0.469], [-0.321, -0.006, 0.081], [-0.337, -0.112, 0.259], [0.209, -0.432, -0.126], [0.303, -0.645, 0.023], [-0.078, 0.113, 0.818], [0.071, 0.064, -0.405], [-0.027, -0.220, 0.014], [-0.124, 0.873, 0.714], [0.009, 0.038, 0.096], [0.149, -0.226, -0.326], [-0.270, 0.537, -0.154], [0.242, -0.272, 0.065], [0.136, -0.068, -0.038], [0.120, 0.202, 0.444], [-0.066, -0.016, -0.039], [-0.042, -0.095, -0.185], [-0.046, 0.345, 0.592], [-0.207, -0.012, -0.512], [0.171, -0.017, -0.071], [0.074, -0.213, 0.256], [0.022, 0.067, -0.038], [0.037, 0.232, -0.029]],
  "total_charge": 0,
  "relative_energy_ev": 0.000
}

No. 5
{
  "formula": "C20H37N2O2P2Tl",
  "method": "ωB97M-V/def2-TZVPD",
  "symbols": ["C", "C", "N", "C", "C", "C", "C", "P", "Tl", "P", "C", "O", "O", "H", "H", "H", "C", "C", "H", "H", "H", "H", "C", "C", "H", "H", "H", "H", "H", "H", "H", "H", "H", "H", "H", "H", "H", "H", "H", "H", "H", "H", "C", "N", "C", "C", "C", "C", "C", "C", "C", "C", "H", "H", "H", "H", "H", "H", "H", "H", "H", "H", "H", "H"],
  "xyz": [[-3.338751, -2.722502, -1.172797], [-2.204119, -1.850893, -1.187757], [-1.647494, -1.501317, 0.012463], [-1.926675, -2.167501, 1.129107], [-2.942873, -3.146645, 1.158885], [-3.673026, -3.411608, -0.010252], [-1.632704, -1.400874, -2.399272], [-0.108122, -0.547482, -2.414438], [0.643413, 0.215211, -0.040485], [-0.320234, -0.210884, 2.371115], [-1.126294, -1.865437, 2.418908], [-3.644554, 0.685141, -3.186772], [-1.944047, 3.125714, -1.964260], [-3.852754, -2.899555, -2.113828], [-3.148248, -3.644668, 2.106338], [-4.480667, -4.146519, 0.001732], [0.907490, -1.975944, -2.997283], [0.035178, 0.667181, -3.782866], [-1.822518, -1.898596, 3.279648], [-0.335829, -2.635197, 2.562721], [-2.873349, 0.191646, -2.776032], [-2.197785, -1.606875, -3.298131], [1.043079, -0.321615, 3.575457], [-1.571938, 0.841105, 3.181208], [-0.943508, 1.438789, 0.005931], [-1.200938, 3.484958, -2.504310], [-2.124997, 2.348198, -2.497666], [-4.198296, 0.884585, -2.427231], [1.564577, -1.293831, 0.218208], [-1.310338, 1.701180, 0.572309], [0.573253, -2.255290, -4.012005], [1.968791, -1.691885, -2.989837], [0.728639, -2.814853, -2.305328], [-0.355742, 0.256367, -4.725242], [-0.513095, 1.600358, -3.561770], [1.096221, 0.934944, -3.908960], [-1.776407, 0.458321, 4.197854], [-1.187250, 1.873145, 3.239120], [-2.498482, 0.839759, 2.584666], [0.652382, -0.552147, 4.578493], [1.761215, -1.094893, 3.259675], [1.561218, 0.649629, 3.596460], [5.949042, 0.944670, -0.116084], [4.630889, 0.380110, -0.128775], [4.220818, -0.279891, 1.071441], [3.648116, 0.991836, -0.995508], [2.963915, 2.201164, -0.403584], [3.677520, 3.407955, -0.365906], [3.130983, 4.509597, 0.294115], [1.868337, 4.422972, 0.886148], [1.131884, 3.227953, 0.799234], [1.691097, 2.152007, 0.139348], [6.646191, 0.196318, 0.287570], [6.019855, 1.852773, 0.518872], [6.241772, 1.215551, -1.141936], [3.954373, 0.420250, 1.884067], [3.346113, -0.919859, 0.874065], [5.058241, -0.900882, 1.420047], [4.184387, 1.289674, -1.912062], [2.910164, 0.208318, -1.254928], [4.654758, 3.468538, -0.850605], [3.697739, 5.439141, 0.335063], [1.446747, 5.282264, 1.408951], [0.135177, 3.168521, 1.239137]],
  "forces_ev_per_a": [[-0.029, -0.558, 0.454], [-0.258, -0.103, 0.352], [0.859, -0.038, 0.136], [-1.158, -0.692, -0.149], [0.700, 0.434, 0.628], [0.417, 0.811, -0.532], [-0.983, 1.210, 0.655], [-0.582, -1.286, -0.633], [1.799, -1.451, -0.269], [-0.424, -0.499, 0.440], [-0.206, -0.120, -0.360], [1.084, -0.173, 0.508], [1.341, 0.411, -0.908], [0.017, -0.069, 0.173], [-0.028, -0.022, -0.309], [0.200, 0.283, -0.056], [0.763, 0.630, 0.132], [-0.110, 0.263, -0.121], [0.446, -0.116, -0.307], [-0.486, 0.425, -0.120], [-0.930, 0.154, -0.482], [0.298, -0.165, -0.250], [-0.011, 0.056, 0.244], [0.035, 0.213, 0.193], [-0.850, 0.681, -0.611], [-0.688, 0.143, 0.909], [-0.847, -0.497, 0.018], [-0.187, 0.066, 0.033], [-0.164, -0.128, -0.020], [-0.798, 0.531, 0.456], [0.158, 0.148, 0.433], [-0.016, -0.392, -0.193], [0.103, 0.446, -0.257], [0.146, 0.064, 0.267], [0.244, -0.547, -0.039], [-0.305, -0.148, 0.009], [-0.008, 0.255, -0.423], [-0.231, -0.339, 0.061], [0.320, -0.025, 0.226], [0.248, 0.023, -0.252], [-0.279, 0.277, 0.085], [-0.116, -0.311, 0.043], [-0.031, 0.358, 0.259], [0.354, -0.536, -0.863], [-0.228, -0.070, 0.238], [0.095, -0.267, -0.064], [0.553, 0.667, -0.264], [-0.342, 0.002, 0.292], [0.009, -0.064, -0.108], [-0.175, -0.258, 0.055], [0.575, 0.935, 0.012], [-0.618, -0.914, 0.067], [-0.041, 0.243, -0.180], [0.160, -0.147, -0.148], [0.042, -0.094, 0.310], [0.009, -0.039, 0.072], [0.480, 0.226, 0.129], [-0.270, 0.067, 0.015], [-0.266, -0.151, 0.160], [0.317, 0.389, -0.086], [-0.249, 0.062, 0.193], [-0.193, -0.155, 0.026], [0.135, -0.179, -0.143], [0.198, 0.077, -0.133]],
  "total_charge": 0,
  "relative_energy_ev": 0.000
}

No. 6
{
  "formula": "C8H19N4",
  "method": "ωB97M-V/def2-TZVPD",
  "symbols": ["C", "C", "C", "C", "C", "C", "C", "C", "N", "N", "N", "N", "H", "H", "H", "H", "H", "H", "H", "H", "H", "H", "H", "H", "H", "H", "H", "H", "H", "H", "H"],
  "xyz": [[-4.584566, 0.119297, 0.162031], [2.762379, -0.437781, 1.099538], [2.239288, 0.291161, -0.136529], [1.328601, -0.662025, 0.643495], [-4.487787, 1.220717, -0.790063], [2.745699, -0.254178, -1.427017], [1.862885, 1.783018, -0.221609], [-2.319011, -0.505620, 0.467348], [-3.580826, -0.528106, 0.495471], [0.866868, -1.943373, 0.109666], [-1.570283, -1.257610, -0.253571], [0.342919, 0.003666, 1.421716], [-5.554927, -0.350131, 0.362572], [3.548873, -1.176441, 1.007163], [2.739229, 0.317351, 1.949059], [-3.395103, 1.596276, -0.975248], [-4.630714, 0.748150, -1.902434], [-5.266386, 1.953205, -0.892932], [1.925918, -0.223724, -2.298458], [3.136924, -1.191341, -1.276500], [3.616307, 0.423804, -1.762638], [1.685426, 2.305214, 0.693166], [0.973537, 1.928664, -0.712708], [2.654621, 2.331937, -0.679848], [-1.772196, 0.189464, 1.148189], [1.268277, -2.121966, -0.848433], [1.092021, -2.682222, 0.652177], [-2.102170, -1.841890, -0.922088], [-0.537913, -1.486745, -0.099809], [0.033751, -0.581417, 2.166796], [0.716012, 0.896542, 1.648903]],
  "forces_ev_per_a": [[-1.289, -0.187, -1.225], [-0.790, 2.212, 0.885], [-1.148, -0.587, -0.035], [1.766, 0.107, -0.185], [1.940, -0.231, -4.578], [-0.754, 3.503, -2.734], [1.796, -1.257, 1.425], [3.051, 1.760, 1.332], [-2.001, -1.121, 0.862], [0.540, 3.215, -3.630], [-1.665, -1.058, -1.819], [-0.713, -0.466, -1.213], [0.092, 0.596, 0.453], [0.010, 0.162, 0.094], [0.695, -1.617, -0.655], [-2.087, -0.233, 0.964], [0.157, 0.438, 2.440], [-0.152, 0.550, 0.861], [1.785, -0.186, 1.824], [0.842, -2.393, -0.099], [-1.291, -1.128, 0.253], [0.203, 0.035, 1.160], [-2.032, 0.098, -1.791], [0.519, 0.318, -0.590], [-0.450, -0.698, -0.359], [-0.528, 0.301, 1.377], [0.946, -2.872, 2.329], [0.700, 0.225, 0.536], [-0.056, -0.109, 0.054], [0.122, 0.133, 1.127], [-0.209, 0.492, 0.936]],
  "total_charge": 1,
  "relative_energy_ev": 3.411
}

No. 7
{
  "formula": "C2H5B3F12HgO",
  "method": "ωB97M-V/def2-TZVPD",
  "symbols": ["Hg", "C", "C", "O", "H", "H", "H", "H", "H", "B", "F", "F", "F", "F", "B", "F", "F", "F", "F", "B", "F", "F", "F", "F"],
  "xyz": [[0.420999, 0.039168, 0.596416], [-1.957931, -0.809189, -2.705495], [-0.508252, -0.912991, -2.283587], [-0.265361, -1.390534, -0.986181], [-2.426000, -0.003336, -2.134214], [-2.433099, -1.754935, -2.436521], [-2.049110, -0.549915, -3.763255], [0.010417, 0.048433, -2.384915], [-0.014989, -1.671802, -2.914802], [-1.859588, 1.455114, 1.110041], [-0.692873, 2.135926, 1.531827], [-1.813276, 1.589599, -0.295448], [-1.752297, 0.109309, 1.485479], [-2.993750, 2.065970, 1.624357], [2.234759, 2.075161, 0.251617], [1.609275, 3.292915, 0.353830], [3.615009, 2.150066, 0.016514], [2.031145, 1.338263, 1.436648], [1.634204, 1.318273, -0.793595], [1.453724, -2.123182, 2.483584], [2.579483, -2.452621, 3.235626], [0.650372, -3.233291, 2.265112], [0.643590, -1.130727, 3.069951], [1.883539, -1.585677, 1.237005]],
  "forces_ev_per_a": [[-1.640, -2.317, -1.118], [-0.074, 0.412, 0.797], [1.312, -0.343, 0.720], [-0.362, 0.736, 0.843], [-0.130, -0.119, 0.049], [-0.237, 0.030, -0.314], [-0.029, -0.290, -0.119], [-0.133, 0.060, -0.607], [0.056, 0.286, -0.541], [-0.106, 1.442, -0.646], [0.117, -0.158, 0.703], [-0.492, -0.427, -0.148], [-0.606, -0.197, 0.325], [-0.189, -0.220, 0.170], [1.008, 0.700, -0.377], [0.289, 0.346, -0.123], [-0.275, 0.265, -0.020], [0.313, -0.014, 0.820], [0.491, 0.557, -0.883], [-0.351, -0.270, 0.143], [-0.043, 0.113, 0.204], [0.090, -0.443, -0.059], [0.233, 0.319, 0.290], [0.758, -0.468, -0.109]],
  "total_charge": -2,
  "energy_ev": -43036.3808
}

No. 8
{
  "formula": "CH2FNO2",
  "method": "ωB97M-V/def2-TZVPD",
  "symbols": ["O", "C", "N", "O", "F", "H", "H"],
  "xyz": [[2.306454, -0.289969, -1.162468], [1.165104, -0.076896, -0.820890], [0.205240, -0.988984, -0.636648], [-0.997845, -0.760345, 0.071653], [0.596177, -2.306616, -0.291860], [0.825118, 1.023295, -0.682922], [-0.829420, -0.108913, 0.842814]],
  "forces_ev_per_a": [[-0.890, -0.373, 0.326], [2.284, 2.915, -0.042], [-3.045, -2.564, 1.347], [1.678, 1.660, 0.491], [0.147, 1.580, -0.407], [-0.221, -1.643, -0.181], [0.047, -1.576, -1.532]],
  "smiles": "O=CN(O)F",
  "total_charge": 0,
  "relative_energy_ev": 2.564
}